12
Properties=species:S:1:pos:R:3:forces:R:3 method="wB97M-V/def2-TZVPD" max_force_ev_per_a=1.78 energy_ha=-269.30677 e_lumo_ev=-0.3 de_lowest_kcal_mol=24.8 charge=0 multiplicity=1 gap_ev=9.1 homo_ev=-9.464 smiles="C=C/C=C/C=O"
C 2.985 0.280 0.051 -1.077 -0.450 -0.183
C 1.843 -0.431 0.013 0.842 -0.365 -0.115
C 0.547 0.183 -0.068 -0.584 0.804 0.361
C -0.646 -0.432 -0.076 0.155 0.056 -0.037
C -1.872 0.387 -0.025 -1.345 -1.077 0.322
H 3.917 -0.255 0.080 0.346 0.173 0.089
H 2.967 1.373 0.009 0.120 -0.419 0.058
H 1.848 -1.531 0.035 0.222 0.487 -0.001
H 0.570 1.283 -0.032 -0.178 -0.374 -0.146
H -0.751 -1.523 -0.064 0.004 0.459 -0.025
H -1.712 1.485 -0.032 -0.064 -0.127 -0.079
O -2.998 -0.094 0.079 1.559 0.833 -0.245